1.
Molecular formula: C3H7BiO3
Method: DFT, ωB97M-V with the def2-TZVPD basis set

Properties
**Kohn-Sham gap**: 9.19 eV
**Charge**: +2
**Energy relative to the best compared isomer or geometry (same formula, charge and spin)**: 0.0 kcal per mole
**M**: 300.1 g mol⁻¹

Last column: Mulliken charge in e.
Atoms and positions in Å:
Bi  -1.469  0.074  1.475  1.545
O  0.444  0.535  2.093  -0.533
O  0.376  -0.764  0.403  -0.480
O  -2.107  0.265  -0.291  -0.494
C  -0.038  -0.759  -0.988  -0.385
C  1.149  0.353  0.877  -0.042
C  -1.093  0.316  -1.239  -0.295
H  -0.457  -1.760  -1.145  0.324
H  2.137  -0.052  1.133  0.349
H  1.339  1.117  0.115  0.346
H  -1.474  0.147  -2.264  0.396
H  0.946  -0.146  2.711  0.520
H  -0.602  1.311  -1.257  0.330
H  0.848  -0.637  -1.624  0.418

---

2.
Molecular formula: C26H30N2O4
Method: DFT, ωB97M-V with the def2-TZVPD basis set

Properties
**Kohn-Sham gap**: 9.07 eV
**Energy relative to the best compared isomer or geometry (same formula, charge and spin)**: 210.3 kcal per mole
**M**: 434.5 g mol⁻¹
**Structure (SMILES)**: C[N+](=O)[O-].C[N+](=O)[O-].c1ccccc1.c1ccccc1.c1ccccc1.c1ccccc1

Last column: Mulliken charge in e.
Atoms and positions in Å:
O  1.083  0.355  -0.679  -0.594
O  0.318  -0.744  0.987  -0.500
O  1.562  -0.072  -6.317  -0.530
O  0.242  -1.408  -5.217  -0.531
N  0.287  -0.421  -0.187  1.115
N  1.311  -0.901  -5.474  0.938
C  -2.866  0.626  1.370  -0.416
C  -3.874  -1.551  1.086  -0.334
C  -4.807  -0.967  0.230  -0.512
C  -1.177  4.734  -4.178  -0.625
C  3.050  4.171  3.431  -0.317
C  -0.251  2.697  -3.237  -0.491
C  3.424  2.203  4.782  -0.296
C  -2.860  -0.744  1.623  -0.339
C  1.075  -6.332  2.748  -0.445
C  -1.376  2.606  -2.467  0.166
C  -0.094  -5.696  2.343  -0.525
C  -0.686  -1.175  -1.035  -0.493
C  1.236  -3.851  1.600  0.103
C  2.428  -1.258  -4.532  -0.628
C  2.956  1.380  3.737  -0.535
C  -2.386  4.489  -3.511  -0.317
C  0.002  -4.411  1.821  -0.185
C  2.437  -4.507  1.894  -0.649
C  -3.819  1.188  0.534  -0.441
C  2.436  2.028  2.638  -0.179
C  2.341  -5.789  2.487  -0.365
C  2.601  3.384  2.397  -0.472
C  -0.172  3.751  -4.167  -0.365
C  3.479  3.581  4.614  -0.379
C  -2.485  3.399  -2.643  -0.422
C  -4.734  0.370  -0.117  -0.426
H  3.105  -0.406  -4.522  0.328
H  -3.385  3.257  -2.061  0.299
H  3.382  -4.000  1.774  0.386
H  -0.944  -3.957  1.548  0.296
H  1.971  1.372  1.907  0.387
H  -1.392  1.831  -1.706  0.194
H  -0.208  -1.556  -1.931  0.263
H  3.255  -6.231  2.858  0.346
H  -2.146  1.207  1.933  0.421
H  0.576  2.047  -2.986  0.450
H  2.969  0.314  3.909  0.399
H  -3.958  -2.540  1.516  0.420
H  -5.503  0.853  -0.706  0.425
H  2.019  -1.283  -3.526  0.117
H  -1.064  -6.158  2.456  0.377
H  1.281  -2.859  1.168  0.316
H  3.966  4.167  5.382  0.331
H  -5.561  -1.596  -0.230  0.359
H  -1.052  5.614  -4.795  0.350
H  0.681  3.740  -4.832  0.378
H  -1.052  -1.981  -0.408  0.078
H  2.984  -2.146  -4.811  0.308
H  3.129  5.244  3.303  0.338
H  0.945  -7.330  3.150  0.329
H  -3.219  5.180  -3.477  0.355
H  -1.511  -0.501  -1.261  0.159
H  3.840  1.724  5.659  0.333
H  -3.847  2.253  0.345  0.449
H  2.202  3.782  1.473  0.392
H  -2.146  -1.178  2.310  0.410

---

3.
Molecular formula: C25H46Cl2InN3O6Si
Method: DFT, ωB97M-V with the def2-TZVPD basis set

Properties
**Kohn-Sham gap (spin up / spin down)**: 5.01 / 5.02 eV
**Energy relative to the best compared isomer or geometry (same formula, charge and spin)**: 127.0 kcal per mole
**M**: 698.5 g mol⁻¹

Last column: Mulliken charge in e.
Atoms and positions in Å:
In  0.213  -0.358  -0.941  1.461
Cl  0.993  1.190  -2.861  -0.363
Cl  -0.625  -1.802  -2.933  -0.105
Si  0.804  -3.019  -4.189  0.404
O  0.399  2.914  -0.606  -0.660
O  -1.893  0.003  -0.872  -0.091
O  2.107  -1.292  -0.341  -0.732
O  -0.575  -2.099  0.305  -0.646
O  2.401  1.887  -0.488  0.046
O  0.252  0.528  1.463  -0.909
N  4.403  -1.354  -0.515  0.353
N  -2.813  -2.465  0.708  0.370
N  0.136  2.195  3.072  0.312
C  0.553  1.383  4.197  -0.983
C  -3.520  2.200  2.547  -0.738
C  5.516  -1.270  -1.459  -1.021
C  -0.122  1.651  1.871  0.731
C  -6.375  0.428  -1.847  -1.661
C  1.127  1.961  -0.839  0.149
C  -3.705  0.479  -3.241  -1.180
C  -3.545  3.591  2.403  -0.731
C  -5.104  0.824  -1.187  0.426
C  2.104  -1.735  -4.527  -0.447
C  0.472  -3.697  -5.913  -1.020
C  -3.078  -2.973  -0.633  -0.818
C  -2.826  3.361  0.101  -0.085
C  -0.268  3.568  3.373  -1.043
C  -2.863  1.969  0.216  -0.317
C  -3.914  0.836  -1.802  -0.047
C  3.199  -0.979  -0.917  -0.144
C  -4.000  -2.137  1.486  -0.889
C  -3.167  4.171  1.180  -0.802
C  4.774  -1.872  0.802  -0.976
C  -3.193  1.395  1.447  1.183
C  0.976  -4.382  -2.968  -0.976
C  -2.630  1.159  -1.066  -0.401
C  -1.597  -2.017  1.055  0.019
C  3.110  3.112  -0.214  -0.977
H  4.139  2.990  -0.549  0.227
H  -4.605  -0.013  -3.639  0.424
H  -3.250  -2.142  -1.334  0.121
H  -6.266  -0.452  -2.500  0.378
H  -3.818  1.722  3.487  0.394
H  5.881  -2.274  -1.722  0.312
H  5.153  -0.764  -2.359  0.349
H  5.073  -2.922  0.709  0.336
H  -3.199  5.254  1.047  0.385
H  -3.233  0.305  1.545  -0.155
H  -2.579  3.782  -0.882  0.454
H  2.949  -2.207  -5.062  0.382
H  0.448  4.005  4.085  0.403
H  -0.318  1.127  4.819  0.267
H  -3.499  1.392  -3.839  0.306
H  3.951  -1.764  1.506  0.261
H  -2.082  1.806  -1.771  0.351
H  -1.537  -1.543  2.046  0.372
H  -3.709  -1.988  2.529  0.331
H  -4.700  -2.976  1.400  0.331
H  -0.276  4.160  2.450  0.274
H  -4.507  -1.234  1.105  0.288
H  0.218  -2.925  -6.653  0.299
H  0.256  -5.173  -3.212  0.315
H  1.980  -4.804  -3.050  0.373
H  -0.268  -4.505  -5.967  0.325
H  6.346  -0.705  -1.020  0.334
H  -2.848  -0.207  -3.385  -0.069
H  2.621  3.943  -0.735  0.336
H  5.645  -1.301  1.142  0.342
H  3.112  3.250  0.865  0.304
H  1.267  1.974  4.780  0.337
H  -3.933  4.194  3.228  0.383
H  3.176  -0.364  -1.847  0.254
H  -6.768  1.249  -2.469  0.292
H  -2.238  -3.582  -0.972  0.242
H  1.020  0.472  3.826  0.265
H  -7.131  0.194  -1.087  0.365
H  1.449  -4.118  -6.211  0.303
H  2.488  -1.216  -3.635  -0.094
H  -0.694  2.339  1.224  0.001
H  0.784  -4.078  -1.933  0.227
H  -5.179  1.147  -0.152  0.433
H  1.679  -0.964  -5.196  0.293
H  -3.980  -3.586  -0.564  0.367
H  -1.288  3.598  3.793  0.292

---

4.
Molecular formula: C5H12NO2
Method: DFT, ωB97M-V with the def2-TZVPD basis set

Properties
**Kohn-Sham gap**: 6.81 eV
**Charge**: -1
**Energy relative to the best compared isomer or geometry (same formula, charge and spin)**: 77.0 kcal per mole
**M**: 118.2 g mol⁻¹

Last column: Mulliken charge in e.
Atoms and positions in Å:
O  3.103  -3.179  0.158  -0.753
O  1.403  -1.503  -0.697  -0.858
N  -0.600  2.758  1.074  -0.496
C  -1.171  1.889  0.045  -0.330
C  -0.411  0.563  -0.088  -0.414
C  0.211  -1.704  -1.237  -0.348
C  -0.883  -0.428  -1.106  -0.811
C  -0.684  2.460  2.288  -0.284
H  -0.296  0.070  0.888  0.230
H  -2.180  1.600  0.391  0.303
H  -1.867  -0.863  -0.901  0.323
H  0.309  -1.867  -2.338  0.208
H  0.634  0.858  -0.277  0.242
H  -0.929  -0.017  -2.108  0.260
H  -0.156  3.123  2.990  0.252
H  2.276  -2.690  -0.145  0.482
H  -1.122  2.456  -0.881  0.292
H  3.845  -2.607  -0.067  0.242
H  -1.043  1.528  2.737  0.280
H  -0.438  -2.445  -0.729  0.181

---

Here are the calculated max |F| numbers, same order: 0.1216, 0.0443, 0.1079, 0.0363 (Eh/bohr).